Entry 1:
Entry from the Open Molecules 2025 dataset: C25H25F3N4O6Sc as an isolated structure (ωB97M-V/def2-TZVPD).

For the total energy, the calculation gives -2698.6347 Eh. Its net charge is -1.

Cartesian coordinates (Å):
Sc  -0.3764  -0.0764  -0.1556
C  -1.9976  -2.4893  1.3425
N  -0.5984  -2.0581  1.5344
C  -0.3981  -1.6629  2.9503
C  -0.2226  -0.1677  3.1600
C  -1.4618  0.6728  2.8914
N  -1.7826  0.7777  1.4706
C  -2.8409  1.8470  1.2450
C  -2.9310  2.3973  -0.1165
C  -2.7893  3.6633  -0.6444
C  -2.9436  3.8359  -2.0157
C  -3.2381  2.7493  -2.8318
C  -3.4070  1.4712  -2.3102
C  -3.2545  1.3221  -0.9446
O  -3.3646  0.1471  -0.2726
C  0.2479  -3.2127  1.1881
C  1.7612  -2.9906  1.2741
C  2.4197  -2.9119  -0.0975
N  2.0070  -1.6788  -0.7259
C  2.9007  -0.9166  -1.1831
C  2.5415  0.4420  -1.6635
C  3.5430  1.0604  -2.5896
C  3.3322  2.1614  -3.3158
C  2.1468  3.0227  -3.3071
C  1.0894  2.8947  -2.5067
C  0.8911  1.7643  -1.5426
O  -0.3328  1.6948  -1.0383
H  -2.1812  -3.4140  1.9102
H  -2.1775  -2.6746  0.2859
H  -2.6959  -1.7307  1.6898
H  0.4859  -2.1732  3.3392
H  -1.2502  -2.0214  3.5405
H  0.6135  0.1974  2.5561
H  0.0620  -0.0119  4.2068
H  -1.2869  1.6773  3.2956
H  -2.3251  0.2441  3.4235
H  -3.0249  2.4678  2.1150
H  -2.5313  4.5017  -0.0085
H  -2.8213  4.8188  -2.4538
H  -3.3384  2.8991  -3.9000
H  -3.6272  0.6187  -2.9373
H  -0.0239  -3.4974  0.1696
H  -0.0380  -4.0523  1.8426
H  2.2206  -3.8050  1.8400
H  1.9848  -2.0647  1.8091
H  2.0788  -3.7491  -0.7148
H  3.5147  -2.9769  -0.0104
H  3.9681  -1.1729  -1.1383
H  4.5011  0.5594  -2.6772
H  4.1336  2.4808  -3.9735
H  2.1702  3.8584  -3.9972
H  0.2635  3.5940  -2.5527
O  -4.0648  -0.2192  1.9419
C  -3.3630  0.4644  1.1906
O  -1.4051  -2.8833  -3.4198
C  -1.2050  -2.1926  -2.4718
N  -1.0120  -1.5226  -1.5113
F  2.8054  2.5922  1.4171
C  3.0306  2.3593  0.1193
F  4.3003  1.8788  0.0402
F  3.0469  3.5618  -0.4843
C  2.0231  1.3688  -0.4781
O  1.4239  0.6562  0.4977
O  1.2224  0.4740  -2.2153

Population analysis type Löwdin, resulting atomic charges in e: atom 1 (Sc): 1.096, atom 2 (C): -0.078, atom 3 (N): -0.232, atom 4 (C): -0.185, atom 5 (C): -0.168, atom 6 (C): -0.205, atom 7 (N): -0.040, atom 8 (C): -0.099, atom 9 (C): -0.135, atom 10 (C): -0.034, atom 11 (C): -0.114, atom 12 (C): -0.092, atom 13 (C): 0.004, atom 14 (C): -0.260, atom 15 (O): 0.039, atom 16 (C): -0.208, atom 17 (C): -0.161, atom 18 (C): -0.219, atom 19 (N): 0.072, atom 20 (C): -0.057, atom 21 (C): -0.343, atom 22 (C): -0.006, atom 23 (C): -0.071, atom 24 (C): -0.078, atom 25 (C): 0.040, atom 26 (C): -0.479, atom 27 (O): -0.118, atom 28 (H): 0.094, atom 29 (H): 0.075, atom 30 (H): 0.061, atom 31 (H): 0.110, atom 32 (H): 0.125, atom 33 (H): 0.091, atom 34 (H): 0.116, atom 35 (H): 0.119, atom 36 (H): 0.123, atom 37 (H): 0.156, atom 38 (H): 0.109, atom 39 (H): 0.090, atom 40 (H): 0.096, atom 41 (H): 0.118, atom 42 (H): 0.110, atom 43 (H): 0.119, atom 44 (H): 0.109, atom 45 (H): 0.111, atom 46 (H): 0.122, atom 47 (H): 0.109, atom 48 (H): 0.134, atom 49 (H): 0.108, atom 50 (H): 0.096, atom 51 (H): 0.095, atom 52 (H): 0.116, atom 53 (O): -0.018, atom 54 (C): -0.570, atom 55 (O): 0.034, atom 56 (C): -0.492, atom 57 (N): 0.031, atom 58 (F): 0.148, atom 59 (C): -0.506, atom 60 (F): 0.123, atom 61 (F): 0.144, atom 62 (C): -0.301, atom 63 (O): -0.186, atom 64 (O): 0.010

Entry 2:
Entry from the Open Molecules 2025 dataset: a 13-piece molecular cluster, C13H39N13O26 overall (ωB97M-V/def2-TZVPD).

As for the energy above the lowest of the compared OMol25 structures with the same formula, charge and spin: 42.3 kcal per mole.

Cartesian coordinates (Å):
C  20.5854  0.1129  4.1707
N  21.7813  0.9201  4.0433
O  22.1603  1.1746  2.9344
O  22.3517  1.2848  5.0982
H  20.1068  0.3182  5.1283
H  20.7749  -0.9593  4.1184
H  19.8349  0.3773  3.4258
C  17.3670  -4.0293  5.3682
N  18.4395  -2.9880  5.2190
O  19.5716  -3.4112  5.5007
O  18.1741  -1.8406  4.8372
H  17.9137  -4.9087  5.7087
H  16.8967  -4.1181  4.3889
H  16.5599  -3.6943  6.0195
C  23.6705  -5.4469  1.3737
N  23.3709  -6.8743  1.0536
O  22.3020  -7.2938  1.4040
O  24.1836  -7.4543  0.3589
H  23.5432  -5.3903  2.4548
H  22.9707  -4.8886  0.7519
H  24.7006  -5.0912  1.3545
C  23.8260  -3.8878  6.7272
N  22.7957  -3.6324  5.6901
O  22.8025  -4.2827  4.6793
O  22.2631  -2.5525  5.7729
H  23.3385  -3.3628  7.5486
H  24.6693  -3.3038  6.3585
H  23.9668  -4.9617  6.8493
C  19.5729  -7.3485  5.8524
N  20.5808  -7.1556  6.9156
O  21.5193  -6.4165  6.6748
O  20.4580  -7.8263  7.9478
H  19.7152  -6.6152  5.0587
H  18.5927  -7.2041  6.3070
H  19.6105  -8.3635  5.4570
C  25.4373  1.5963  6.2621
N  25.7400  0.2625  5.7815
O  25.0104  -0.6245  6.1519
O  26.7276  0.0891  5.1162
H  24.3820  1.6055  6.5347
H  25.7207  2.3438  5.5212
H  26.0239  1.7421  7.1691
C  21.2094  -0.2145  7.9317
N  20.1723  0.4695  8.7068
O  19.0216  0.3306  8.2668
O  20.4405  0.9696  9.7962
H  20.7161  -0.5047  7.0040
H  21.6179  -1.1131  8.3942
H  22.0003  0.5238  7.7994
C  25.5389  -0.3851  9.6282
N  24.7055  -1.5479  9.5641
O  25.2605  -2.6366  9.3940
O  23.5266  -1.4325  9.6388
H  26.5957  -0.6117  9.4874
H  25.3961  0.0130  10.6328
H  25.1941  0.2878  8.8431
C  24.2031  -1.2553  2.5886
N  25.5153  -1.8556  2.9348
O  25.5270  -2.7390  3.7927
O  26.5867  -1.5329  2.3459
H  23.6497  -1.2548  3.5276
H  23.7030  -1.9817  1.9481
H  24.3285  -0.2332  2.2312
C  24.6766  -7.8959  6.7098
N  25.0855  -6.9945  5.5669
O  25.8664  -6.0622  5.7436
O  24.6792  -7.3714  4.4985
H  24.1542  -7.3311  7.4819
H  25.6035  -8.3040  7.1129
H  24.1358  -8.7308  6.2643
C  22.1855  -6.7737  10.1806
N  22.9689  -5.6687  9.6061
O  24.1802  -5.8526  9.3137
O  22.3385  -4.6786  9.1939
H  22.4039  -6.7034  11.2462
H  22.4287  -7.7564  9.7767
H  21.1188  -6.6090  10.0282
C  20.2601  -3.7395  2.2261
N  20.5216  -2.6701  1.2047
O  19.6892  -1.8086  1.0044
O  21.5541  -2.7846  0.6765
H  19.2934  -3.5414  2.6892
H  20.9934  -3.5567  3.0116
H  20.2471  -4.7354  1.7834
C  27.3650  -3.1989  6.5995
N  28.5762  -2.4936  7.0725
O  29.6447  -2.5039  6.4577
O  28.3850  -1.9072  8.1150
H  26.7322  -3.3924  7.4657
H  27.8083  -4.1005  6.1768
H  26.8887  -2.5279  5.8847

Population analysis type Löwdin, resulting atomic charges in e: atom 1 (C): 0.018, atom 2 (N): -0.414, atom 3 (O): 0.088, atom 4 (O): 0.031, atom 5 (H): 0.085, atom 6 (H): 0.084, atom 7 (H): 0.109, atom 8 (C): 0.060, atom 9 (N): -0.396, atom 10 (O): 0.030, atom 11 (O): 0.065, atom 12 (H): 0.072, atom 13 (H): 0.103, atom 14 (H): 0.105, atom 15 (C): 0.039, atom 16 (N): -0.454, atom 17 (O): 0.056, atom 18 (O): 0.071, atom 19 (H): 0.073, atom 20 (H): 0.086, atom 21 (H): 0.102, atom 22 (C): 0.046, atom 23 (N): -0.418, atom 24 (O): 0.049, atom 25 (O): 0.030, atom 26 (H): 0.072, atom 27 (H): 0.078, atom 28 (H): 0.068, atom 29 (C): 0.045, atom 30 (N): -0.396, atom 31 (O): 0.074, atom 32 (O): 0.045, atom 33 (H): 0.094, atom 34 (H): 0.095, atom 35 (H): 0.110, atom 36 (C): 0.036, atom 37 (N): -0.444, atom 38 (O): 0.049, atom 39 (O): 0.096, atom 40 (H): 0.081, atom 41 (H): 0.113, atom 42 (H): 0.102, atom 43 (C): 0.026, atom 44 (N): -0.419, atom 45 (O): 0.036, atom 46 (O): 0.062, atom 47 (H): 0.068, atom 48 (H): 0.085, atom 49 (H): 0.097, atom 50 (C): 0.043, atom 51 (N): -0.440, atom 52 (O): 0.057, atom 53 (O): 0.078, atom 54 (H): 0.094, atom 55 (H): 0.115, atom 56 (H): 0.085, atom 57 (C): 0.053, atom 58 (N): -0.390, atom 59 (O): 0.025, atom 60 (O): 0.045, atom 61 (H): 0.076, atom 62 (H): 0.091, atom 63 (H): 0.102, atom 64 (C): 0.056, atom 65 (N): -0.422, atom 66 (O): 0.048, atom 67 (O): 0.069, atom 68 (H): 0.059, atom 69 (H): 0.102, atom 70 (H): 0.097, atom 71 (C): 0.022, atom 72 (N): -0.365, atom 73 (O): 0.023, atom 74 (O): 0.040, atom 75 (H): 0.105, atom 76 (H): 0.097, atom 77 (H): 0.088, atom 78 (C): 0.053, atom 79 (N): -0.464, atom 80 (O): 0.074, atom 81 (O): 0.079, atom 82 (H): 0.073, atom 83 (H): 0.075, atom 84 (H): 0.105, atom 85 (C): 0.038, atom 86 (N): -0.434, atom 87 (O): 0.065, atom 88 (O): 0.037, atom 89 (H): 0.081, atom 90 (H): 0.102, atom 91 (H): 0.067